Record 1
{"formula": "C4H5N", "method": "ωB97M-V with the def2-TZVPD basis set", "charge": 0, "smiles": "C=C=NC=C", "homo_lumo_gap_ev": 10.1, "total_energy_ha": -210.0604, "homo_ev": -9.2, "de_lowest_kcal_mol": 64.9, "lumo_energy_ev": 0.9, "symbols": ["N", "C", "C", "C", "C", "H", "H", "H", "H", "H"], "positions_angstrom": [[0.05, 1.16, -0.21], [1.56, -0.59, -0.20], [1.26, 0.59, 0.19], [-2.09, -0.15, 0.08], [-0.91, 0.39, -0.16], [0.95, -1.33, -0.60], [-2.63, -0.43, -0.81], [-2.68, -0.03, 0.99], [2.03, 1.25, 0.50], [2.47, -0.85, 0.22]]}

***

Record 2
{"formula": "C5H9NS", "method": "ωB97M-V with the def2-TZVPD basis set", "charge": 0, "homo_lumo_gap_ev": [10.0, 4.6], "total_energy_ha": -648.6817, "homo_ev": [-9.1, -7.0], "de_lowest_kcal_mol": 107.6, "lumo_energy_ev": [0.9, -2.4], "symbols": ["S", "N", "C", "C", "C", "C", "C", "H", "H", "H", "H", "H", "H", "H", "H", "H"], "positions_angstrom": [[-4.85, 0.08, 0.27], [-2.15, 0.03, -0.58], [1.29, -1.12, 0.02], [0.23, -0.08, 0.09], [0.75, 1.29, 0.07], [-1.19, -0.47, 0.40], [-3.37, 0.23, -0.68], [1.57, -1.31, 1.07], [-3.72, 0.42, -1.67], [0.99, 1.36, -0.97], [1.54, 1.21, 0.78], [0.09, 2.00, 0.32], [2.23, -0.92, -0.48], [-1.37, -0.28, 1.43], [-1.27, -1.47, 0.38], [0.95, -2.10, -0.37]]}

***

Record 3
{"formula": "C23H22AuBrN4O2S", "method": "ωB97M-V with the def2-TZVPD basis set", "charge": 2, "homo_lumo_gap_ev": 3.8, "total_energy_ha": -4366.4126, "homo_ev": -12.9, "de_lowest_kcal_mol": 4.8, "lumo_energy_ev": -9.1, "symbols": ["Au", "Br", "S", "O", "O", "N", "N", "N", "N", "C", "C", "C", "C", "C", "C", "C", "C", "C", "C", "C", "C", "C", "C", "C", "C", "C", "C", "C", "C", "C", "C", "C", "H", "H", "H", "H", "H", "H", "H", "H", "H", "H", "H", "H", "H", "H", "H", "H", "H", "H", "H", "H", "H", "H"], "positions_angstrom": [[1.07, -1.77, 0.40], [-2.49, 0.19, 0.42], [-0.42, -3.48, 0.25], [2.54, -0.35, 0.61], [2.73, 3.31, -1.34], [1.81, -4.89, -0.28], [0.35, 1.23, 0.60], [-0.19, -6.04, -0.19], [1.42, 1.69, 0.19], [-4.93, 2.26, 5.04], [-2.63, 2.49, 2.22], [2.65, 0.85, 0.11], [1.29, -7.62, -1.38], [3.89, -0.11, -1.85], [-4.85, 1.37, 2.37], [3.26, 0.99, -1.30], [-0.41, -8.40, 0.14], [-0.02, -9.71, -0.09], [1.04, -9.98, -0.94], [4.51, -0.01, -3.08], [0.26, -7.36, -0.48], [4.53, 1.20, -3.75], [-3.80, 2.17, 2.90], [-5.93, 1.44, 4.52], [-3.89, 2.66, 4.24], [1.68, -8.94, -1.59], [-0.62, 2.14, 1.00], [3.31, 2.21, -1.96], [-1.90, 1.75, 1.24], [3.93, 2.32, -3.19], [-5.90, 1.02, 3.18], [0.50, -4.90, -0.11], [5.03, 1.29, -4.71], [-3.11, 3.30, 4.63], [-6.75, 1.15, 5.15], [-0.55, -10.52, 0.40], [2.33, -5.75, -0.34], [-4.86, 1.09, 1.33], [2.86, 4.10, -1.87], [2.49, -9.15, -2.28], [-4.98, 2.59, 6.07], [4.99, -0.88, -3.52], [-2.11, 3.37, 2.58], [-0.35, 3.19, 1.15], [3.89, -1.04, -1.29], [1.57, 2.69, -0.03], [1.73, -6.84, -1.97], [1.34, -11.00, -1.12], [3.97, 3.28, -3.70], [2.30, -4.03, -0.15], [-1.24, -8.19, 0.82], [-1.16, -5.96, 0.09], [3.30, 1.50, 0.76], [-6.72, 0.43, 2.79]]}